ORCA calculation (the ωB97M-V functional and the def2-TZVPD basis) on 2 unconnected molecules or ions with the total composition C6H12SSi.

Kohn-Sham gap   9.6 eV
Energy   -25126.961 eV

Positions of all 20 atoms, in Å:
C  1.2177  1.4646  -1.9225
Si  -0.2943  0.4743  -1.3116
C  0.1112  -1.3546  -1.4377
C  -2.0088  1.0200  -1.7931
S  -1.7139  1.1361  0.0740
H  2.2028  0.9007  -1.5029
H  1.2824  1.4128  -2.9209
H  1.1662  2.5064  -1.7299
H  0.9062  -1.6146  -2.1590
H  0.6376  -1.7786  -0.6248
H  -0.7473  -2.0223  -1.5297
H  -2.1069  2.1249  -2.2609
H  -2.7980  0.3389  -2.1843
C  1.3687  0.2504  2.0165
C  0.6293  -0.3524  2.7641
C  -0.3329  -1.0876  3.5657
H  2.1381  0.6443  1.4372
H  -1.3907  -0.7958  3.6765
H  -0.1030  -1.1034  4.6033
H  -0.1643  -2.1642  3.2400

ORCA calculation (the ωB97M-V functional and the def2-TZVPD basis) on C2H5NS in the gas phase.

Kohn-Sham gap   8.9 eV
Energy   -14478.716 eV

Positions of all 9 atoms, in Å:
C  -0.0711  -0.9294  -0.4269
C  0.9831  -0.0381  -0.0041
N  0.8208  0.3902  1.6834
S  2.3710  0.5124  -0.6160
H  -0.8451  -0.2314  -0.6880
H  0.1879  -1.4815  -1.2880
H  -0.4356  -1.5071  0.3745
H  0.2355  -0.3859  2.1288
H  1.8249  0.4027  1.8752

ORCA calculation (the ωB97M-V functional and the def2-TZVPD basis) on a molecular structure, C2H7O7P2ReSbSe4.

Kohn-Sham gap (alpha / beta)   5.6 / 6.0 eV
Energy   -305155.700 eV
Multiplicity   2

Positions of all 24 atoms, in Å:
Re  0.3029  1.3492  -1.0983
Se  1.3210  3.9976  -5.4508
Sb  1.4620  4.1346  -3.1010
Se  -0.7439  3.2131  -1.9200
Se  2.2820  1.7833  -2.1844
Se  2.2145  5.8581  -1.6728
C  0.0328  -2.5820  1.2981
C  -0.7080  -1.2776  1.0156
O  -1.9349  -1.1861  1.7305
P  0.2295  0.1727  1.6379
O  1.7361  -0.0535  1.2569
O  0.2218  0.0949  3.2056
O  -0.1974  1.4614  1.0065
P  -0.9069  -0.9769  -0.7975
O  -1.6598  -2.3026  -1.2231
O  -1.6923  0.2865  -1.0550
O  0.4787  -0.8005  -1.3992
H  0.2356  -2.6746  2.3660
H  0.9638  -2.6370  0.7349
H  -0.5996  -3.4155  0.9929
H  -2.6193  -1.6959  1.2807
H  2.3162  -0.5298  1.8638
H  -0.6589  0.0572  3.6083
H  -2.0757  -2.2766  -2.0957

It is found that the energy relative to the best compared isomer or geometry (same formula, charge and spin) values, taken in the order of the records, are 35.7 37.4 8.0 kcal/mol.
It is found that the F_max values, taken in the order of the records, are 0.0982 0.1145 0.0142 Eh/bohr.